# 1
2 unconnected molecules or ions with the total composition C4H8N2O in a non-equilibrium geometry, computed with ωB97M-V/def2-TZVPD.

Geometry as XYZ:
```
15
Properties=species:S:1:pos:R:3
C 0.2644 -3.9252 -0.4590
C -0.4409 0.4239 0.2749
C 0.2948 0.9815 1.4536
C 0.4013 0.1286 -0.9409
N -0.7528 -3.4827 -0.8924
N -1.6761 0.2130 0.3868
O 1.1677 -4.5373 -0.0821
H -0.4135 1.2763 2.2212
H 0.8985 1.8375 1.1593
H 0.9670 0.2271 1.8590
H -0.2122 0.0432 -1.8367
H 0.9282 -0.8130 -0.7865
H 1.1498 0.8999 -1.0973
H -1.1242 -2.5783 -1.0672
H -2.1361 -0.1709 -0.4378
```

## Properties
**Spin multiplicity**: 1
**Energy relative to the best compared isomer or geometry (same formula, charge and spin)**: 124.6 kJ/mol
**HOMO energy**: -0.367 Ha
**Frontier orbital gap**: 10.6 eV
**SMILES string**: CC(C)=N.N=C=O

***

# 2
15 unconnected molecules or ions with the total composition C33H96O15 in a non-equilibrium geometry, computed with ωB97M-V/def2-TZVPD.

Geometry as XYZ:
```
144
Properties=species:S:1:pos:R:3
C -3.9718 3.0454 4.7395
C -2.4799 3.1308 4.8917
C -1.7308 2.4804 3.6808
O -2.0071 4.4779 5.1378
H -4.0694 1.9819 4.6489
H -4.2068 3.5299 3.7877
H -4.5587 3.4822 5.5219
H -2.3306 2.5639 5.8260
H -0.6449 2.5916 3.8272
H -1.9563 3.0560 2.7930
H -1.9003 1.4240 3.5098
H -1.1548 4.7645 4.7442
C -0.1330 -1.4304 4.1005
C 1.3844 -1.7618 4.1583
C 1.6356 -3.2098 3.7739
O 2.1419 -0.8165 3.3575
H -0.7358 -2.1095 4.7267
H -0.4154 -1.4687 3.0609
H -0.2621 -0.4220 4.4354
H 1.6238 -1.5248 5.1976
H 1.3977 -3.9054 4.6800
H 2.7330 -3.3055 3.5380
H 1.0758 -3.4876 2.9011
H 2.0018 -1.0094 2.4557
C 5.3310 -0.4023 2.0070
C 5.5893 -1.7987 2.6206
C 5.3331 -1.7005 4.0668
O 4.7629 -2.7765 2.0119
H 4.1902 -0.3372 2.0893
H 5.6460 -0.3880 0.9841
H 5.8102 0.3302 2.6530
H 6.5861 -2.2432 2.2894
H 6.0389 -0.9510 4.4708
H 5.6235 -2.7004 4.6197
H 4.2604 -1.3917 4.3220
H 3.9964 -2.3072 1.6811
C -5.8211 -1.6044 -2.7845
C -4.6567 -2.6160 -2.9144
C -4.9545 -3.7637 -3.8935
O -3.3411 -2.1384 -3.1731
H -5.6229 -0.8506 -2.0406
H -6.7237 -2.1405 -2.7876
H -5.8078 -1.0705 -3.7630
H -4.5938 -3.0877 -1.9228
H -5.8884 -4.2755 -3.6089
H -4.2127 -4.4972 -3.8437
H -5.0150 -3.3873 -4.8925
H -3.4125 -1.5117 -3.8812
C 4.2839 -2.6586 -3.8191
C 3.5245 -1.5818 -3.1171
C 3.6907 -0.2441 -3.8075
O 2.1840 -2.0299 -2.9570
H 5.3451 -2.6064 -3.9743
H 3.8060 -2.8434 -4.7987
H 4.1607 -3.5849 -3.2138
H 3.8664 -1.5681 -2.0887
H 3.1699 -0.1646 -4.7154
H 4.7519 -0.1212 -4.0022
H 3.3568 0.6013 -3.2076
H 1.8636 -2.1741 -3.8087
C -1.3845 4.6965 0.1174
C 0.0871 4.8202 -0.2207
C 0.5175 6.2535 -0.4410
O 0.8539 4.2055 0.8437
H -1.5877 4.8060 1.1390
H -1.7576 3.8074 -0.3027
H -1.9103 5.5022 -0.3435
H 0.2855 4.1232 -1.0297
H -0.0348 6.5640 -1.3414
H 1.6229 6.4398 -0.5355
H 0.2415 6.9441 0.3704
H 1.5446 3.6805 0.4924
C -4.0450 0.8180 0.9053
C -4.0125 -0.3038 1.9003
C -5.3287 -0.9629 2.0078
O -3.0632 -1.3035 1.4938
H -4.7130 1.5430 1.2379
H -4.3065 0.4882 -0.0701
H -3.1165 1.3523 0.7626
H -3.6979 0.1744 2.8429
H -5.9595 -0.1570 2.2655
H -5.3838 -1.8310 2.6597
H -5.6412 -1.3485 0.9949
H -2.1992 -0.9473 1.6128
C 2.5052 4.4524 4.5403
C 1.6027 5.6624 4.1696
C 2.3840 6.8140 3.4252
O 0.4091 5.2430 3.5056
H 2.1449 3.6725 5.2150
H 3.4723 4.7909 4.9387
H 2.6119 3.8598 3.6198
H 1.2255 6.0625 5.1178
H 2.4750 6.5650 2.3324
H 3.3861 6.9904 3.7916
H 1.7956 7.7741 3.4647
H 0.6780 4.7629 2.6884
C 2.1252 -5.3649 -1.3181
C 0.8242 -5.2955 -0.5576
C 0.9869 -5.9654 0.7813
O 0.4918 -3.8570 -0.4189
H 2.9867 -5.0199 -0.8146
H 2.0902 -4.5722 -2.1062
H 2.4002 -6.3541 -1.7418
H 0.0719 -5.8788 -1.1363
H 1.5388 -6.9037 0.6450
H -0.0345 -6.0695 1.1829
H 1.5900 -5.4095 1.4437
H -0.4157 -3.8638 -0.1144
C -1.1064 2.4751 -5.3252
C -0.9000 1.1566 -6.0786
C -0.3475 1.4719 -7.4984
O -0.0575 0.3225 -5.2490
H -1.8111 3.0273 -6.0194
H -0.1264 2.9811 -5.3217
H -1.4734 2.4207 -4.3108
H -1.8728 0.6101 -6.1514
H 0.6086 2.0377 -7.4190
H -1.0018 2.1827 -7.9958
H -0.1711 0.6804 -8.1663
H -0.0762 -0.5937 -5.4690
C -0.2888 0.7624 0.4118
C -0.1447 0.1969 -0.9828
C -0.6047 1.2503 -2.0388
O 1.2594 -0.1630 -1.1739
H 0.5650 1.4639 0.6118
H -0.2952 -0.0131 1.1744
H -1.2043 1.2690 0.6278
H -0.7999 -0.6953 -0.9845
H -0.3196 0.9303 -3.0849
H -0.1462 2.1980 -1.8036
H -1.6590 1.3583 -1.8138
H 1.4674 -0.6904 -1.9580
O -2.0988 -2.7312 -0.6016
H -2.3635 -2.2591 -1.4388
H -2.5294 -2.2142 0.0729
O 2.1951 -1.9335 0.8890
H 1.9281 -1.3851 0.1006
H 1.6597 -2.7283 0.8507
O -1.0284 -3.7232 -3.1614
H -0.5996 -3.5698 -2.3177
H -2.0123 -3.5292 -3.0801
O 0.3019 -2.7914 -5.3106
H -0.0608 -3.1823 -4.4333
H 0.1990 -3.5442 -5.8601
```

## Properties
**Spin multiplicity**: 1
**Energy relative to the best compared isomer or geometry (same formula, charge and spin)**: 172.4 kJ/mol
**HOMO energy**: -0.337 Ha
**Frontier orbital gap**: 9.3 eV

***

# 3
C24H37N3O3 in the gas phase, computed with ωB97M-V/def2-TZVPD.

Geometry as XYZ:
```
67
Properties=species:S:1:pos:R:3
C -5.2135 -0.5863 2.8534
H -5.8147 -1.4917 2.8051
H -5.8288 0.2099 3.2674
H -4.3828 -0.7570 3.5315
C -4.7206 -0.1984 1.4604
C -5.9094 0.2204 0.5908
C -5.4684 0.6363 -0.8078
C -4.7115 -0.5016 -1.4850
H -5.3864 -1.3475 -1.6268
H -4.3547 -0.1878 -2.4682
C -3.5222 -0.9670 -0.6410
N -2.4841 0.0410 -0.6270
C -1.2218 -0.1886 -1.0207
O -0.8334 -1.2651 -1.4405
C -0.2830 1.0053 -0.9168
C 0.0055 1.3729 0.5447
C 0.4541 2.8333 0.6973
C 1.1854 3.4291 -0.5132
C 0.4050 3.2096 -1.8286
C -0.7690 2.2410 -1.6717
H -1.5814 2.7276 -1.1290
H -1.1457 1.9619 -2.6583
H 1.0802 2.8180 -2.5932
H 0.0277 4.1642 -2.1993
C 2.6609 2.9839 -0.6063
N 2.8910 1.5790 -0.8318
C 3.1520 0.7380 0.1885
C 3.2392 -0.6535 0.3438
N 3.0307 -1.7265 -0.4138
C 2.4747 -1.7308 -1.7551
C 2.6252 -3.1826 -2.2027
H 1.8810 -3.4568 -2.9462
H 3.6208 -3.3553 -2.6145
C 2.4573 -3.9444 -0.8895
H 2.8436 -4.9599 -0.9345
C 3.2270 -3.0723 0.0965
H 2.8702 -3.1502 1.1241
H 4.2965 -3.3160 0.0881
H 1.4019 -3.9762 -0.6185
H 3.0142 -1.0327 -2.4018
H 1.4106 -1.4633 -1.7254
C 3.6365 -0.5143 1.7590
O 3.9201 -1.2958 2.6394
C 3.5110 0.9814 1.5872
O 3.5994 1.9726 2.2853
H 2.6020 1.1947 -1.7195
H 3.1382 3.5422 -1.4196
H 3.1568 3.2422 0.3306
H 1.2477 4.5074 -0.3291
H 1.0998 2.9177 1.5721
H -0.4243 3.4553 0.8838
H -0.8937 1.2271 1.1488
H 0.7626 0.6973 0.9434
H 0.6426 0.6737 -1.3924
H -2.7320 0.9520 -0.2786
H -3.0619 -1.8417 -1.1144
C -3.9615 -1.3515 0.7854
C -2.7487 -1.8094 1.5956
H -3.0555 -2.3386 2.4929
H -2.1344 -2.4797 0.9989
H -2.1333 -0.9614 1.8886
H -4.6512 -2.1970 0.6857
H -6.3412 0.9016 -1.4076
H -4.8359 1.5254 -0.7458
H -6.4384 1.0468 1.0706
H -6.6049 -0.6186 0.5140
H -4.0442 0.6581 1.5674
```

## Properties
**Spin multiplicity**: 1
**Energy relative to the best compared isomer or geometry (same formula, charge and spin)**: 43.1 kJ/mol
**HOMO energy**: -0.274 Ha
**Frontier orbital gap**: 8.0 eV
**SMILES string**: C[C@H]1[C@H](C)CCC[C@H]1NC(=O)[C@H]1CC[C@H](CNc2c(N3CCCC3)c(=O)c2=O)CC1

***

# 4
5 unconnected molecules or ions with the total composition C28H23F33N3O6S in a non-equilibrium geometry, computed with ωB97M-V/def2-TZVPD.

Geometry as XYZ:
```
94
Properties=species:S:1:pos:R:3
O 8.1128 -2.2606 -2.3986
S 6.7010 -1.9263 -2.5135
O 6.2022 -1.7123 -1.1723
F 6.5962 -0.6364 -3.4775
C 5.9150 -3.3683 -3.2545
N 6.4433 -4.4327 -4.0342
C 5.4748 -5.3131 -4.3899
N 4.2396 -4.9274 -3.8750
C 4.5247 -3.7357 -3.1915
C 3.3072 -3.0227 -2.5333
C 2.3471 -2.3440 -3.4365
C 1.2120 -1.7444 -2.6840
C 1.2375 -1.9193 -1.2302
N 2.1583 -2.5187 -0.4303
C 3.2152 -3.0827 -1.0787
H 7.4227 -4.5206 -4.3278
H 5.5458 -6.2286 -5.0153
H 3.3252 -5.3739 -3.9544
H 2.4446 -2.3019 -4.5430
H 0.3828 -1.2237 -3.2265
H 0.3357 -1.4813 -0.6778
H 3.9844 -3.6152 -0.4574
C 4.4766 2.3940 0.3707
C 3.6395 1.5439 -0.6057
C 4.3947 0.8954 -1.7656
F 5.0163 1.7891 -2.5559
F 3.5326 0.2119 -2.5710
F 2.6025 2.2891 -1.0538
F 3.0826 0.5343 0.1285
O 4.5074 3.8064 0.1604
C 5.4027 4.3087 -0.7919
C 4.6969 4.9081 -2.0133
F 3.8524 4.0285 -2.5910
F 5.6020 5.2670 -2.9534
F 6.2972 3.3538 -1.1172
F 6.1039 5.2800 -0.1729
H 3.9960 2.2873 1.3451
H 5.4807 1.9875 0.5096
H 5.1365 0.1843 -1.3963
H 4.1215 5.7919 -1.7289
C 3.5187 -6.4959 3.3082
C 2.7611 -5.9075 4.5148
C 1.4204 -6.5568 4.8622
F 0.5303 -6.5003 3.8531
F 0.8524 -5.9140 5.9112
F 2.6266 -4.5729 4.3353
F 3.5762 -6.0566 5.5984
O 3.3601 -5.8429 2.0430
C 2.2301 -6.1542 1.2810
C 1.2581 -4.9776 1.1521
F 0.8835 -4.4967 2.3525
F 0.1260 -5.3619 0.5082
F 1.6511 -7.2660 1.7680
F 2.6884 -6.4825 0.0440
H 4.5795 -6.3711 3.5332
H 3.3775 -7.5750 3.2224
H 1.5593 -7.6044 5.1467
H 1.7172 -4.1590 0.5886
C -1.7168 2.1485 0.7957
C -2.5280 3.4351 0.5466
C -4.0275 3.2590 0.3062
F -4.3032 2.4814 -0.7592
F -4.6073 4.4631 0.0598
F -1.9475 4.1265 -0.4627
F -2.3842 4.2103 1.6591
O -1.0358 1.5662 -0.3229
C -1.7682 0.7467 -1.1820
C -1.9472 1.3507 -2.5795
F -2.5011 2.5737 -2.5318
F -2.7629 0.5711 -3.3302
F -2.9306 0.4155 -0.5975
F -1.0608 -0.4131 -1.2890
H -0.9084 2.4323 1.4719
H -2.2918 1.4023 1.3474
H -4.5138 2.8292 1.1849
H -0.9830 1.4361 -3.0877
C -8.8968 6.1970 2.1209
C -7.8459 5.1692 2.5852
C -7.3882 4.1448 1.5468
F -8.3936 3.3916 1.0673
F -6.4951 3.2800 2.1070
F -8.2966 4.5603 3.7065
F -6.7433 5.8797 2.9656
O -10.2685 5.9218 2.4137
C -10.9637 5.0635 1.5543
C -11.3447 3.7364 2.2199
F -10.2720 3.1037 2.7357
F -11.9052 2.8978 1.3162
F -10.2610 4.8982 0.4167
F -12.0924 5.7158 1.2035
H -8.6897 7.1089 2.6838
H -8.7594 6.4783 1.0747
H -6.8930 4.6380 0.7063
H -12.0594 3.9040 3.0288
```

## Properties
**Spin multiplicity**: 1
**HOMO energy**: -0.467 Ha
**Charge**: +1
**Frontier orbital gap**: 8.1 eV

***

# 5
4 unconnected molecules or ions with the total composition C27H36Cl2N5O in a non-equilibrium geometry, computed with ωB97M-V/def2-TZVPD.

Geometry as XYZ:
```
71
Properties=species:S:1:pos:R:3
C 2.4389 -1.8561 -2.8887
C 1.9169 -2.2946 -1.4629
C 0.3956 -2.6936 -1.4041
C -0.4376 -1.8727 -0.3231
C -0.1998 -0.3611 -0.6215
C 0.0896 -2.3097 1.0995
N 0.7928 -3.4437 1.1344
N 1.2416 -3.8319 2.2974
C 1.1118 -3.3254 3.5357
C 1.7473 -4.0252 4.7540
C 1.1894 -5.5742 4.7605
C 2.2035 -6.6325 4.1146
O 1.9164 -6.4867 5.6128
C 0.3487 -2.0692 3.6450
C -0.1702 -1.5906 2.3834
C -1.0123 -0.2772 2.4787
Cl -2.7840 -0.2584 2.4362
C -0.3085 0.8862 2.6309
C -0.9451 2.3129 2.7490
Cl 1.4893 0.8100 2.7116
H 3.0911 -2.6852 -3.2727
H 3.1428 -0.9940 -2.7399
H 1.6432 -1.6175 -3.6293
H 2.4975 -3.2144 -1.1751
H 2.2154 -1.5244 -0.7018
H 0.2188 -3.7938 -1.2905
H -0.0506 -2.4005 -2.3941
H -1.5104 -2.1883 -0.3947
H 0.3848 0.1571 0.1701
H -1.2071 0.1400 -0.6415
H 0.2470 -0.1661 -1.6283
H 1.7974 -4.6977 2.2666
H 2.8528 -4.1048 4.6587
H 1.3955 -3.5664 5.7036
H 0.0738 -5.7350 4.5814
H 1.8079 -7.6449 3.8760
H 3.2159 -6.2732 3.8437
H 0.2119 -1.5618 4.6177
H -1.7230 2.4887 1.9535
H -0.1249 3.0496 2.5542
H -1.3589 2.5197 3.7690
N -1.4710 4.2671 -2.4378
C -1.7013 5.2959 -1.5604
C -2.3721 4.7825 -0.4747
C -2.5517 3.3927 -0.7108
C -1.9848 3.1173 -1.9146
H -0.9976 4.3473 -3.3208
H -1.3682 6.2968 -1.7811
H -2.6951 5.3408 0.3890
H -3.0395 2.6778 -0.0656
H -1.9047 2.1859 -2.4525
N 2.3737 -2.4988 -6.9510
C 2.5361 -3.6029 -7.7446
C 3.8723 -3.7309 -8.0211
C 4.5440 -2.6666 -7.3653
C 3.5945 -1.9256 -6.7116
H 1.4955 -2.1621 -6.5989
H 1.6889 -4.1985 -8.0436
H 4.3190 -4.5035 -8.6265
H 5.6039 -2.4676 -7.3722
H 3.6803 -1.0420 -6.0997
N -3.7087 6.6386 2.7192
C -3.7414 7.4708 3.8068
C -4.6195 8.4865 3.5341
C -5.1419 8.2572 2.2344
C -4.5643 7.1098 1.7582
H -3.1453 5.8112 2.6393
H -3.1375 7.2685 4.6765
H -4.8618 9.3039 4.1945
H -5.8609 8.8654 1.7089
H -4.6859 6.5892 0.8218
```

## Properties
**Spin multiplicity**: 1
**HOMO energy**: -0.354 Ha
**Charge**: +1
**Frontier orbital gap**: 4.9 eV